{"formula": "C25H29N7NiO3S2", "method": "the ωB97M-V functional and the def2-TZVPD basis", "charge": -1, "gap_ev": [5.93, 6.02], "spin_multiplicity": 2, "homo_ev": [-3.38, -3.47], "fmax_ev_per_a": 0.8, "lumo_energy_ev": [2.5504, 2.5504], "elements": ["Ni", "N", "C", "C", "C", "C", "C", "C", "S", "O", "O", "N", "C", "N", "C", "C", "C", "N", "H", "H", "H", "H", "H", "H", "H", "H", "H", "C", "N", "C", "C", "C", "C", "C", "C", "C", "C", "H", "H", "H", "H", "H", "H", "H", "H", "H", "H", "H", "H", "S", "C", "N", "C", "N", "C", "C", "O", "C", "C", "H", "H", "H", "H", "H", "H", "H", "H"], "coordinates": [[-1.299018, -0.365541, 0.572203], [6.688773, 0.978824, 1.632062], [5.644996, 0.086558, 1.372927], [4.798061, -0.323919, 2.406979], [3.784904, -1.227685, 2.161680], [3.612782, -1.732981, 0.878328], [4.442985, -1.338537, -0.155091], [5.462990, -0.435028, 0.093882], [2.296517, -2.869029, 0.598657], [2.227445, -3.123192, -0.811071], [2.427881, -3.966268, 1.495766], [0.986146, -1.900840, 1.026779], [0.066223, -2.188809, 2.114581], [0.413359, -2.949872, 3.111007], [-0.682618, -3.335099, 3.881229], [-1.901170, -2.777135, 3.830917], [-2.064271, -1.540567, 3.001613], [-1.088385, -1.578578, 1.920781], [6.540572, 1.571265, 2.433282], [6.995238, 1.506250, 0.830304], [4.936833, 0.078421, 3.403892], [3.115794, -1.546501, 2.953949], [4.271521, -1.726928, -1.150114], [6.115103, -0.118233, -0.711943], [-0.491302, -4.177725, 4.538895], [-2.714257, -3.148582, 4.442805], [-1.901494, -0.639410, 3.621599], [-2.214135, 1.439302, -1.256953], [-1.868242, 1.966496, 0.054833], [-0.904206, 3.057617, -0.003068], [-3.060283, 2.303103, 0.828457], [-3.634553, 1.083844, 1.521997], [-4.717946, 1.272563, 2.421955], [-5.165382, 0.198957, 3.225002], [-4.566983, -1.019589, 3.172272], [-3.410019, -1.276543, 2.263582], [-3.031839, -0.131137, 1.348492], [-2.200733, 2.236137, -2.017710], [-3.224926, 1.032859, -1.192789], [-1.805440, -0.350634, -2.173913], [-1.308190, 3.940299, -0.527545], [-0.014376, 2.711150, -0.524792], [-0.636642, 3.352331, 1.012457], [-3.812994, 2.798977, 0.191099], [-2.776723, 3.037102, 1.587420], [-5.186624, 2.246984, 2.517394], [-5.998273, 0.360020, 3.902036], [-4.922362, -1.826777, 3.805161], [-3.588212, -2.188983, 1.676260], [1.174062, -0.489651, -1.263109], [0.491494, -0.919689, 0.161895], [-1.336200, 0.319209, -1.561969], [0.032527, 0.617936, -1.948041], [0.318223, 0.752887, -3.341424], [-0.146275, -0.287984, -4.249203], [0.600326, -0.180973, -5.565276], [0.415360, 1.097188, -6.156970], [0.844612, 2.123800, -5.273756], [0.121049, 2.055569, -3.939977], [-1.227323, -0.199437, -4.463294], [0.033126, -1.265932, -3.795229], [0.240011, -0.911978, -6.290046], [1.670153, -0.350835, -5.384096], [0.643125, 3.068277, -5.781199], [1.925759, 2.031961, -5.100785], [-0.948487, 2.271808, -4.116098], [0.511933, 2.812905, -3.258970]], "forces_ev_per_a": [[0.229, -0.398, -0.382], [-0.005, -0.024, 0.005], [0.010, 0.009, -0.012], [-0.013, -0.003, 0.005], [0.027, -0.042, 0.011], [-0.008, 0.016, 0.040], [-0.009, 0.008, -0.014], [0.003, 0.006, 0.003], [0.196, 0.060, 0.067], [0.000, 0.008, 0.015], [-0.059, -0.004, 0.054], [-0.223, 0.030, -0.100], [0.109, 0.169, 0.146], [0.006, -0.104, -0.099], [-0.015, 0.007, 0.015], [0.014, -0.017, 0.010], [-0.026, 0.005, -0.023], [0.030, 0.107, 0.066], [-0.004, 0.006, -0.001], [-0.002, 0.002, -0.003], [0.000, -0.002, -0.004], [0.003, 0.005, -0.005], [0.002, 0.004, 0.009], [-0.005, 0.001, 0.004], [0.007, 0.002, -0.008], [0.003, -0.005, -0.009], [0.027, -0.002, 0.005], [0.007, -0.038, 0.041], [-0.045, 0.281, -0.055], [-0.055, 0.004, 0.032], [0.019, -0.095, -0.001], [-0.025, -0.036, -0.021], [-0.014, -0.013, -0.013], [0.009, 0.013, -0.015], [0.006, -0.011, 0.005], [-0.002, 0.006, 0.032], [0.002, 0.168, 0.022], [0.101, -0.004, -0.014], [-0.030, 0.040, -0.052], [-0.018, -0.021, 0.044], [-0.003, 0.021, 0.003], [-0.007, 0.000, -0.026], [0.010, -0.008, 0.003], [-0.021, 0.017, 0.021], [0.011, -0.011, 0.017], [0.008, -0.005, 0.002], [-0.002, 0.001, -0.002], [0.000, 0.002, -0.006], [0.008, 0.001, -0.013], [0.215, -0.138, 0.105], [-0.235, -0.340, -0.133], [-0.013, -0.141, 0.408], [-0.341, 0.705, -0.052], [0.137, -0.298, -0.151], [-0.059, 0.068, 0.014], [0.008, 0.021, -0.006], [-0.002, 0.004, 0.004], [-0.013, -0.014, -0.004], [0.024, 0.028, 0.012], [-0.006, -0.023, 0.012], [0.029, -0.001, -0.011], [-0.008, 0.002, -0.005], [0.003, -0.011, -0.005], [0.009, 0.006, -0.003], [0.004, -0.013, -0.005], [-0.009, -0.001, 0.011], [0.001, -0.011, 0.004]], "mulliken_charge": [-0.523, -0.602, 1.102, -0.708, -0.649, -0.252, -0.109, -0.768, 1.046, -0.592, -0.657, 0.473, 0.389, -0.501, -0.637, -0.714, 0.485, -0.596, 0.226, 0.227, 0.288, 0.466, 0.498, 0.270, 0.378, 0.276, 0.205, -0.844, 0.473, -1.266, -1.210, 1.380, -0.969, -0.351, -1.080, 0.855, -0.676, 0.186, 0.676, 0.198, 0.349, 0.288, 0.369, 0.358, 0.425, 0.378, 0.354, 0.370, 0.201, -0.457, 0.410, -0.086, -0.679, 0.485, -0.418, -0.828, -0.405, -0.799, -0.382, 0.264, 0.436, 0.352, 0.317, 0.358, 0.341, 0.257, 0.345]}


{"formula": "C25H30BN10S3SiTi", "method": "the ωB97M-V functional and the def2-TZVPD basis", "charge": 1, "gap_ev": 6.70, "homo_ev": -10.60, "fmax_ev_per_a": 0.8, "lumo_energy_ev": -3.8963, "elements": ["Ti", "C", "S", "C", "S", "N", "N", "C", "C", "C", "C", "C", "C", "N", "H", "H", "H", "H", "H", "H", "H", "H", "C", "C", "N", "N", "C", "B", "N", "C", "C", "C", "N", "N", "C", "C", "C", "N", "H", "H", "H", "H", "H", "H", "H", "H", "H", "H", "C", "Si", "C", "C", "C", "C", "C", "C", "N", "C", "S", "H", "H", "H", "H", "H", "H", "H", "H", "H", "H", "H", "H"], "coordinates": [[0.490973, 0.267218, 0.570407], [1.456611, 5.015956, -2.760074], [0.433923, 4.777871, -1.297736], [0.801741, 3.135054, -0.888249], [0.034175, 2.579614, 0.569806], [1.581609, 2.433543, -1.628836], [1.792881, 1.144418, -1.160169], [2.713814, 0.564983, -1.834910], [3.076310, -0.825208, -1.616310], [4.236843, -1.348668, -2.165372], [4.547879, -2.674046, -1.905291], [3.681134, -3.411062, -1.120549], [2.531710, -2.800636, -0.628549], [2.223551, -1.532632, -0.869765], [1.265055, 6.034445, -3.091659], [2.508411, 4.899956, -2.514024], [1.174041, 4.312687, -3.538565], [3.217721, 1.138095, -2.608163], [4.880012, -0.727028, -2.774129], [5.446814, -3.119800, -2.308841], [3.876812, -4.449207, -0.892187], [1.833211, -3.364857, -0.025786], [4.626738, 0.183673, 2.049179], [3.616629, 0.722252, 1.260142], [2.465646, 0.080890, 1.476669], [2.710483, -0.853012, 2.421159], [3.998531, -0.806871, 2.780405], [1.539672, -1.541756, 3.152797], [0.733440, -2.398405, 2.163833], [0.357260, -3.681097, 2.257866], [-0.431202, -3.983211, 1.162677], [-0.493789, -2.795958, 0.438099], [0.218236, -1.848208, 1.049037], [0.634116, -0.397067, 3.631915], [0.227055, -0.093896, 4.870423], [-0.526319, 1.061661, 4.814499], [-0.528972, 1.411413, 3.468736], [0.177848, 0.528163, 2.758227], [5.657146, 0.486675, 2.098205], [3.668125, 1.538859, 0.560946], [4.373472, -1.468960, 3.542711], [1.930976, -2.204581, 4.065606], [0.666968, -4.280220, 3.097431], [-0.901758, -4.921705, 0.929778], [-1.011282, -2.582825, -0.481703], [0.504150, -0.719402, 5.702150], [-0.998735, 1.580744, 5.628720], [-1.006392, 2.248362, 2.987732], [-5.405991, -0.538799, 0.082035], [-4.763287, 0.832408, -1.010291], [-5.837756, 1.049181, -2.524207], [-4.640201, 2.452388, -0.087634], [-3.038168, 0.332518, -1.637012], [-2.761498, 0.148360, -2.982415], [-1.478896, -0.181682, -3.434860], [-0.465653, -0.285788, -2.519033], [-0.699226, -0.124013, -1.204598], [-1.948501, 0.140624, -0.773059], [-1.941139, 0.226041, 0.952715], [-6.395063, -0.288793, 0.471724], [-4.744448, -0.704574, 0.934356], [-5.490314, -1.477351, -0.469208], [-6.829530, 1.382638, -2.210757], [-5.970211, 0.121839, -3.084979], [-5.440346, 1.808011, -3.201663], [-5.640334, 2.873073, 0.041567], [-4.041489, 3.181979, -0.637087], [-4.196451, 2.328174, 0.899837], [-3.553954, 0.267266, -3.711998], [-1.279496, -0.338409, -4.485099], [0.548680, -0.521305, -2.806621]], "forces_ev_per_a": [[0.367, -0.315, -0.601], [-0.025, -0.018, -0.026], [-0.013, 0.016, 0.015], [0.081, 0.004, 0.075], [0.008, 0.140, 0.058], [0.099, 0.092, -0.079], [-0.117, 0.140, 0.084], [-0.044, -0.038, 0.024], [0.004, -0.007, 0.020], [0.008, 0.039, -0.032], [0.007, -0.033, 0.005], [0.006, 0.016, -0.020], [-0.022, -0.005, 0.037], [0.013, 0.027, 0.070], [-0.009, 0.001, 0.008], [0.002, -0.009, 0.005], [0.009, 0.012, -0.006], [0.012, 0.002, 0.009], [-0.005, 0.003, 0.006], [0.001, 0.005, -0.001], [-0.008, -0.001, 0.006], [0.010, -0.012, 0.004], [-0.010, 0.024, 0.041], [0.026, -0.018, -0.082], [-0.093, 0.071, -0.027], [0.034, -0.045, 0.015], [0.003, -0.017, -0.037], [-0.036, 0.043, 0.024], [0.109, -0.095, -0.024], [-0.021, 0.047, -0.018], [-0.040, -0.015, -0.001], [-0.005, 0.018, 0.064], [-0.195, 0.015, 0.182], [0.032, 0.032, 0.065], [-0.019, 0.000, -0.027], [0.006, 0.032, 0.013], [0.016, -0.035, -0.002], [-0.078, -0.099, -0.033], [-0.003, 0.007, 0.008], [-0.008, 0.000, -0.003], [0.002, -0.005, -0.003], [0.005, -0.002, -0.005], [0.017, -0.006, -0.007], [0.000, 0.000, 0.000], [-0.008, -0.002, -0.004], [0.004, -0.002, 0.000], [0.001, 0.002, -0.001], [-0.016, -0.003, 0.008], [0.003, 0.027, 0.002], [-0.018, -0.002, -0.016], [-0.011, -0.013, 0.035], [-0.003, -0.013, -0.022], [0.018, -0.033, -0.090], [-0.051, 0.033, 0.060], [0.056, -0.022, -0.020], [-0.039, -0.037, -0.003], [0.094, 0.106, 0.175], [0.065, -0.050, 0.118], [-0.218, 0.016, -0.026], [-0.004, 0.004, -0.006], [-0.016, -0.007, -0.001], [-0.003, 0.002, -0.008], [-0.004, -0.003, -0.013], [0.015, -0.007, 0.004], [-0.003, 0.008, 0.005], [0.005, -0.002, 0.013], [-0.009, -0.007, -0.012], [0.022, -0.011, 0.005], [-0.002, -0.005, 0.004], [0.010, 0.002, 0.003], [-0.020, 0.007, -0.014]], "mulliken_charge": [-1.035, -0.822, 0.065, 0.492, -0.434, -1.590, 1.684, -1.405, 1.359, -1.036, -0.543, -1.028, 0.155, 0.489, 0.354, 0.276, 0.269, 0.427, 0.497, 0.454, 0.507, 0.201, -1.236, -0.605, 1.165, -0.111, -0.273, -0.127, -0.248, -0.221, -1.248, -0.576, 1.317, -0.201, -0.124, -1.328, -0.174, 0.862, 0.474, 0.550, 0.500, -0.094, 0.482, 0.457, 0.484, 0.469, 0.447, 0.459, -1.036, 0.378, -1.163, -1.002, 0.106, 0.165, -1.465, -0.450, 0.743, 0.251, -0.367, 0.379, 0.322, 0.318, 0.336, 0.327, 0.327, 0.385, 0.337, 0.277, 0.461, 0.441, 0.497]}


{"formula": "C25H30BrN6OS2V", "method": "the ωB97M-V functional and the def2-TZVPD basis", "charge": 2, "gap_ev": [6.66, 6.56], "spin_multiplicity": 3, "homo_ev": [-13.19, -13.22], "fmax_ev_per_a": 0.8, "lumo_energy_ev": [-6.5267, -6.6560], "elements": ["V", "C", "C", "N", "C", "C", "C", "C", "C", "C", "C", "N", "C", "C", "N", "N", "H", "H", "H", "H", "H", "H", "H", "H", "H", "H", "H", "H", "H", "H", "H", "H", "H", "H", "Br", "C", "C", "C", "C", "C", "C", "N", "C", "C", "C", "C", "C", "C", "N", "H", "H", "H", "H", "H", "H", "H", "H", "H", "C", "O", "C", "S", "S", "H", "H", "H"], "coordinates": [[0.238088, 0.060773, 0.003865], [-2.018406, -2.047151, -0.356034], [-2.269392, -1.383748, 0.980058], [-0.970632, -0.980658, 1.556602], [-0.231344, -2.138662, 2.111191], [0.790599, -2.653299, 1.144375], [1.377253, -3.902868, 1.263247], [2.324194, -4.279992, 0.327031], [2.645721, -3.415591, -0.706615], [2.025214, -2.177243, -0.757304], [2.318107, -1.166240, -1.820848], [1.200763, -0.201158, -1.981278], [0.247838, -0.624378, -3.020276], [-0.724960, -1.624743, -2.426096], [-1.266624, -1.084374, -1.168520], [1.123511, -1.817206, 0.159991], [-2.951703, -2.342614, -0.847016], [-1.407078, -2.946924, -0.241249], [-2.804114, -2.047161, 1.667834], [-2.871483, -0.479071, 0.852744], [-1.143816, -0.339780, 2.327826], [-0.929875, -2.936049, 2.387268], [0.269410, -1.813262, 3.027469], [1.092421, -4.560863, 2.070667], [2.799172, -5.246608, 0.394561], [3.369036, -3.690778, -1.458994], [2.515558, -1.664534, -2.775549], [3.207084, -0.599619, -1.533716], [1.632299, 0.681373, -2.245804], [0.774106, -1.057771, -3.877837], [-0.263711, 0.269310, -3.375770], [-0.208903, -2.555568, -2.176853], [-1.526669, -1.873982, -3.129940], [-1.903858, -0.321342, -1.379275], [1.101482, 1.436791, 7.355860], [0.699983, 1.532791, 5.526508], [-0.232442, 2.460205, 5.073432], [-0.531183, 2.535389, 3.722903], [0.111146, 1.686405, 2.824045], [1.021735, 0.745557, 3.280033], [1.326977, 0.673292, 4.629318], [-0.200520, 1.749768, 1.425007], [-0.482709, 2.897317, 0.951479], [-0.977006, 3.008045, -0.417211], [-1.362252, 4.241020, -0.921644], [-1.990810, 4.290249, -2.157678], [-2.227753, 3.098592, -2.815084], [-1.781465, 1.914126, -2.239844], [-1.141105, 1.840865, -1.073378], [-0.734243, 3.110767, 5.773749], [-1.295094, 3.226922, 3.399953], [1.565948, 0.110589, 2.601423], [2.062871, -0.039178, 4.978213], [-0.394906, 3.806525, 1.542906], [-1.187265, 5.137674, -0.348258], [-2.308254, 5.233076, -2.579103], [-2.747792, 3.068284, -3.759977], [-1.969792, 0.987749, -2.764793], [5.837259, 1.068699, 2.065887], [4.611145, 1.431565, 1.403115], [3.684180, 0.515726, 1.243694], [3.824044, -1.035713, 1.760234], [2.414753, 1.249772, 0.263012], [6.445040, 1.966079, 2.017088], [6.304298, 0.237890, 1.540423], [5.622821, 0.785646, 3.095330]], "forces_ev_per_a": [[-0.456, 0.549, -0.311], [-0.078, -0.207, -0.011], [-0.197, -0.016, 0.067], [0.229, 0.047, 0.005], [-0.015, -0.053, 0.251], [0.119, -0.283, 0.130], [-0.148, 0.249, 0.017], [0.010, 0.053, -0.056], [-0.121, 0.216, -0.007], [0.173, -0.377, -0.049], [0.137, 0.012, -0.119], [0.108, -0.180, 0.198], [-0.046, 0.036, -0.231], [-0.062, -0.214, -0.066], [0.082, 0.408, 0.075], [-0.037, 0.265, -0.055], [0.058, 0.012, 0.111], [-0.078, 0.052, 0.004], [-0.005, 0.050, -0.121], [-0.001, -0.057, -0.033], [0.003, -0.029, -0.052], [0.091, 0.056, 0.029], [0.013, -0.062, -0.070], [-0.012, -0.039, 0.044], [0.045, -0.084, 0.003], [0.046, -0.010, -0.057], [0.074, 0.038, 0.107], [-0.026, -0.090, 0.018], [-0.101, 0.023, 0.020], [-0.126, 0.017, 0.064], [0.043, -0.145, -0.042], [-0.027, 0.031, -0.069], [0.110, 0.024, 0.010], [-0.044, -0.109, -0.068], [0.010, -0.015, 0.005], [-0.008, -0.009, -0.149], [0.053, -0.076, -0.033], [0.081, -0.198, 0.278], [-0.206, 0.040, -0.175], [0.070, 0.107, 0.339], [-0.064, 0.092, 0.109], [0.310, -0.116, 0.309], [0.034, -0.025, -0.249], [-0.076, 0.091, 0.109], [0.000, -0.256, -0.087], [0.025, -0.010, 0.042], [0.051, -0.120, 0.085], [-0.018, 0.111, -0.142], [0.287, 0.174, 0.074], [-0.010, 0.023, 0.049], [-0.052, 0.037, -0.057], [-0.002, -0.139, -0.167], [-0.004, 0.013, 0.012], [-0.016, -0.079, -0.013], [0.025, 0.069, 0.081], [-0.009, 0.027, -0.026], [-0.031, -0.004, -0.052], [-0.041, -0.003, -0.050], [0.019, 0.083, 0.047], [0.029, 0.101, 0.105], [0.085, 0.109, -0.681], [-0.207, -0.144, 0.229], [-0.240, -0.042, 0.218], [0.033, -0.051, 0.044], [0.038, 0.030, 0.041], [0.077, 0.001, -0.030]], "mulliken_charge": [0.499, -0.856, -1.039, -0.141, -1.631, 0.613, -1.030, -0.774, -1.114, 0.754, -1.783, -0.386, -0.849, -0.748, -0.092, 2.061, 0.551, 0.405, 0.506, 0.466, 0.365, 0.533, 0.468, 0.589, 0.478, 0.590, 0.531, 0.436, 0.466, 0.517, 0.336, 0.396, 0.557, 0.431, -0.117, -0.228, -0.788, -0.563, -0.729, 0.858, -1.336, 0.465, -0.470, 0.623, -1.111, -0.346, -1.307, -0.112, 0.496, 0.457, 0.648, 0.310, 0.559, 0.690, 0.507, 0.482, 0.449, 0.502, -0.785, -0.253, 0.695, -0.241, -0.435, 0.265, 0.366, 0.343]}